1.
Molecular formula: C4H14NO
Method: DFT, ωB97M-V/def2-TZVPD

Geometry (Å):
O 0.385774 1.098101 -2.258212
H -0.619355 -2.568789 0.075837
C -0.654390 1.477015 1.313115
C -0.103621 0.034340 1.100284
C 1.352222 -0.154483 0.910359
H -1.740926 1.491040 1.244795
H 0.507407 -1.901422 -1.122121
H 0.623527 1.731227 -2.966337
H -1.217791 -2.048043 -1.478781
H 1.656183 -1.178655 0.674401
H -0.479491 -0.548613 1.981765
H -0.620185 0.296813 -0.879033
C -0.488370 -1.818926 -0.701031
H -0.187967 2.170523 0.596429
H 1.986605 0.248039 1.701928
H 0.997301 0.325116 -2.351117
H -1.803119 -0.443524 0.012097
H 1.605283 0.499863 0.004596
H -0.395352 1.741642 2.341320
N -0.803740 -0.451257 -0.200286

Forces on atoms 1 to 2 (eV/Å):
O 0.6275 -1.0888 0.2154
H 0.0391 0.2121 0.2559

As for the molar mass: 92.16 g mol⁻¹. The value obtained for the relative energy (zero: lowest compared OMol25 entry of this formula, charge and spin) is 39.16 kcal per mole. For the gap between HOMO and LUMO (alpha / beta), the calculation gives 15.1 / 4.6 eV. The total charge is +2. The spin multiplicity is 2. As for the max |F|: 0.0586 hartree/bohr. As for the expectation value of S²: 0.7549. For the total energy, the calculation gives -7890.403 eV.

***

2.
Molecular formula: C4H14NO
Method: DFT, ωB97M-V/def2-TZVPD

Geometry (Å):
H 0.013389 1.034897 -3.635877
H 1.682926 0.595961 1.286817
H -0.753945 -1.317622 -1.833926
H 0.160117 -1.447538 3.063986
H -1.706310 -0.789450 1.683524
H 2.341827 -0.110583 2.704952
H 1.936368 -1.172982 1.332189
C 0.292504 0.269038 -2.913317
N -0.725318 -0.574272 1.457264
H -1.620857 0.201279 -1.793129
O -0.412208 1.443129 -0.357274
C 0.231503 -0.515106 2.454149
C -0.912361 -0.415429 -2.441074
H -0.630724 2.256206 0.186256
H 0.992319 -0.420668 -3.457151
H -0.663669 0.286276 0.836692
H -1.641173 -0.730539 -3.229648
H -0.025144 0.255010 3.239816
H 0.891713 0.686120 -2.068281
C 1.629794 -0.300948 1.913184

Forces on atoms 1 to 2 (eV/Å):
H 0.2721 0.3230 0.2729
H 0.0751 -0.0751 -0.3353

As for the molar mass: 92.16 g mol⁻¹. The value obtained for the relative energy (zero: lowest compared OMol25 entry of this formula, charge and spin) is 176.99 kcal per mole. For the gap between HOMO and LUMO (alpha / beta), the calculation gives 3.3 / 3.7 eV. The total charge is +2. The spin multiplicity is 2. As for the max |F|: 0.0648 hartree/bohr. As for the expectation value of S²: 0.8246. For the total energy, the calculation gives -7884.427 eV.